Computed, not measured: a structure of composition C28H48AsF6N6OSSi2Ti at a distorted geometry, with ωB97M-V/def2-TZVPD.

Results
* LUMO (spin up / spin down): 0.4 / 0.4 eV
* E_HOMO (spin up / spin down): -6.49 / -6.49 eV
* spin multiplicity: 2
* total charge: 0
* relative energy (zero: lowest compared OMol25 entry of this formula, charge and spin): 0.2472 eV

Atoms and positions in Å:
1 Ti -0.135 -0.083 -0.585
2 C 1.545 -0.956 2.395
3 C 1.399 0.137 3.457
4 N 0.872 1.379 2.947
5 C -0.518 1.718 3.147
6 C -1.351 1.946 1.886
7 N -1.562 0.763 1.021
8 C -2.045 -0.424 1.752
9 C -0.887 -1.336 2.213
10 N 0.384 -1.071 1.507
11 H 1.743 -1.909 2.906
12 H 2.393 -0.731 1.757
13 H 2.400 0.311 3.860
14 H 0.801 -0.229 4.302
15 H 1.486 2.161 3.094
16 H -0.601 2.652 3.714
17 H -0.996 0.956 3.773
18 H -0.883 2.722 1.279
19 H -2.333 2.306 2.219
20 H -2.272 1.025 0.339
21 H -2.703 -0.973 1.087
22 H -2.639 -0.121 2.620
23 H -1.180 -2.375 2.081
24 H -0.717 -1.196 3.278
25 H 0.558 -1.840 0.863
26 C 5.521 -2.638 -3.097
27 C 4.458 -2.783 -2.013
28 C 3.177 -2.079 -2.334
29 N 2.406 -1.532 -1.467
30 N 1.275 -0.960 -2.035
31 C 1.226 -1.126 -3.328
32 N 0.188 -0.736 -4.108
33 S 2.588 -1.961 -3.968
34 H 6.453 -3.095 -2.769
35 H 5.715 -1.589 -3.320
36 H 5.224 -3.133 -4.024
37 H 4.817 -2.383 -1.067
38 H 4.233 -3.840 -1.847
39 H -0.446 -0.068 -3.658
40 H 0.387 -0.546 -5.077
41 C -1.174 0.967 -2.062
42 C -1.760 1.517 -2.982
43 C -2.453 2.165 -4.062
44 C -3.622 1.598 -4.575
45 C -4.287 2.199 -5.632
46 C -3.797 3.374 -6.188
47 C -2.637 3.943 -5.682
48 C -1.964 3.344 -4.629
49 H -4.003 0.687 -4.131
50 H -5.193 1.751 -6.019
51 H -4.318 3.843 -7.012
52 H -2.251 4.859 -6.109
53 H -1.058 3.781 -4.233
54 C 4.687 2.920 0.602
55 Si 3.868 1.439 -0.207
56 C 4.615 1.206 -1.927
57 C 4.517 0.004 0.819
58 As 1.567 1.818 -0.215
59 Si 1.499 3.319 -2.008
60 C 2.860 4.615 -1.969
61 C 1.541 2.582 -3.730
62 C -0.053 4.337 -1.742
63 H 5.778 2.858 0.536
64 H 4.412 2.951 1.659
65 H 4.370 3.858 0.157
66 H 5.522 0.599 -1.860
67 H 4.889 2.163 -2.373
68 H 3.922 0.714 -2.612
69 H 5.586 -0.073 0.595
70 H 4.053 -0.956 0.613
71 H 4.422 0.207 1.889
72 H 3.863 4.232 -2.148
73 H 2.863 5.139 -1.012
74 H 2.637 5.349 -2.749
75 H 2.508 2.109 -3.910
76 H 1.401 3.360 -4.486
77 H 0.758 1.833 -3.854
78 H 0.052 4.841 -0.778
79 H -0.962 3.734 -1.711
80 H -0.166 5.108 -2.510
81 C -1.162 -3.687 -2.300
82 C -1.829 -2.813 -1.233
83 O -0.959 -1.895 -0.732
84 C -3.059 -2.104 -1.864
85 F -2.770 -1.654 -3.094
86 F -3.469 -1.050 -1.152
87 F -4.108 -2.938 -1.992
88 C -2.307 -3.752 -0.095
89 F -3.161 -3.146 0.748
90 F -1.254 -4.153 0.636
91 F -2.911 -4.861 -0.542
92 H -0.706 -3.038 -3.041
93 H -1.874 -4.347 -2.795
94 H -0.391 -4.294 -1.826